Computed, not measured: C4H8O2 in the gas phase in a non-equilibrium geometry, with ωB97M-V/def2-TZVPD.

Properties
- E_HOMO (eV) = -9.367
- structure (SMILES) = C[C@H]1[C@@H](O)[C@H]1O
- relative energy (zero: lowest compared OMol25 entry of this formula, charge and spin) (kcal per mole) = 71.6

Structure (XYZ):
```
14
Properties=species:S:1:pos:R:3:forces:R:3:mulliken_charge:R:1
C 1.660 -0.169 -0.126 0.13 -0.01 -0.03 -1.2525
C 0.439 -0.270 0.747 0.41 -0.08 0.12 0.4658
C -0.634 0.754 0.625 -1.17 -1.75 -0.30 -0.3530
O -0.680 1.601 -0.452 -1.00 -0.41 -1.72 -0.4839
C -0.828 -0.806 0.175 -0.73 1.86 0.74 -0.3761
O -1.001 -0.920 -1.180 -0.76 1.46 -1.18 -0.4939
H 2.245 -1.090 -0.060 -0.02 0.11 -0.04 0.3614
H 1.370 -0.019 -1.168 0.09 -0.02 0.16 0.2601
H 2.282 0.674 0.185 -0.01 -0.11 -0.05 0.3295
H 0.600 -0.584 1.775 0.14 0.01 -0.10 0.3514
H -1.278 1.008 1.467 0.41 0.21 -0.13 0.3548
H -1.232 1.152 -1.227 1.41 2.10 2.16 0.2415
H -1.563 -1.314 0.800 0.35 -0.19 -0.26 0.3532
H -1.381 -0.016 -1.562 0.75 -3.20 0.65 0.2417
```
Positions in Å, forces in eV/Å.

=====

Computed, not measured: 2 unconnected molecules or ions with the total composition C4H8O2 in a non-equilibrium geometry, with ωB97M-V/def2-TZVPD.

Properties
- E_HOMO (eV) = -8.912
- structure (SMILES) = C=CO.CC=O
- relative energy (zero: lowest compared OMol25 entry of this formula, charge and spin) (kcal per mole) = 52.2

Structure (XYZ):
```
14
Properties=species:S:1:pos:R:3:forces:R:3:mulliken_charge:R:1
C -0.379 0.541 2.451 0.37 -0.33 -0.02 -0.7208
C -0.790 -0.448 1.675 -1.58 0.86 -0.85 0.1082
O -1.862 -0.105 0.830 0.31 0.01 0.37 -0.5420
H 0.446 0.502 3.141 -0.03 -0.31 0.13 0.2684
H -0.898 1.482 2.328 0.09 0.10 0.02 0.2380
H -0.565 -1.495 1.558 0.81 0.02 0.47 0.2988
H -1.912 -0.711 0.092 0.05 -0.35 -0.07 0.3340
C 0.449 0.514 -1.966 -0.42 -0.34 1.06 -0.6673
C 1.424 -0.490 -1.446 0.42 -1.05 -0.07 0.0912
O 1.176 -1.278 -0.564 -0.30 0.32 0.07 -0.4419
H 0.856 1.509 -2.107 0.16 -0.07 -0.49 0.3141
H -0.319 0.576 -1.193 -0.15 0.16 -0.07 0.1137
H -0.016 0.058 -2.842 0.16 0.42 -0.32 0.2448
H 2.389 -0.654 -1.958 0.11 0.56 -0.21 0.3608
```
Positions in Å, forces in eV/Å.

=====

Computed, not measured: C4H8O2 in the gas phase in a non-equilibrium geometry, with ωB97M-V/def2-TZVPD.

Properties
- E_HOMO (eV) = -8.717
- structure (SMILES) = CC1OCCO1
- relative energy (zero: lowest compared OMol25 entry of this formula, charge and spin) (kcal per mole) = 77.3

Structure (XYZ):
```
14
Properties=species:S:1:pos:R:3:forces:R:3:mulliken_charge:R:1
C -1.723 -0.240 0.525 1.30 0.68 0.06 -1.0972
C -0.394 -0.823 -0.569 -2.59 1.82 2.76 0.1460
O 0.037 0.156 -1.443 -0.38 -0.11 -0.01 -0.4350
C 0.985 0.921 -0.689 -0.02 0.05 -0.02 -0.2792
C 1.488 -0.076 0.379 0.00 -0.03 0.05 -0.2838
O 0.716 -1.258 0.130 -0.35 -0.21 0.05 -0.4280
H -2.148 -1.011 1.211 0.78 0.18 -0.67 0.3350
H -2.585 0.208 -0.014 0.85 -0.25 -0.09 0.3155
H -1.222 0.510 1.109 -0.26 0.61 0.65 0.2766
H -1.257 -1.410 -0.721 1.03 -2.39 -2.59 0.4128
H 1.771 1.278 -1.362 -0.22 -0.17 0.08 0.2927
H 0.483 1.785 -0.236 0.10 -0.13 -0.04 0.2332
H 1.299 0.280 1.399 0.03 -0.02 -0.19 0.2277
H 2.551 -0.321 0.280 -0.28 -0.04 -0.03 0.2837
```
Positions in Å, forces in eV/Å.

=====

Computed, not measured: 2 unconnected molecules or ions with the total composition C4H8O2, with ωB97M-V/def2-TZVPD.

Properties
- E_HOMO (eV) = -10.044
- structure (SMILES) = C=C(C)C=O.O
- relative energy (zero: lowest compared OMol25 entry of this formula, charge and spin) (kcal per mole) = 34.5

Structure (XYZ):
```
14
Properties=species:S:1:pos:R:3:forces:R:3:mulliken_charge:R:1
C 0.865 -0.295 -1.002 -0.13 0.06 -0.02 -0.7669
C -0.378 -0.111 -0.546 0.08 -0.08 -0.09 0.6228
C -1.075 -1.011 0.439 0.01 -0.01 0.04 -1.0832
C -1.121 1.075 -1.047 -0.23 0.10 0.06 -0.0815
O -2.249 1.364 -0.712 0.45 -0.12 -0.14 -0.4932
H 1.498 -1.107 -0.654 -0.16 0.13 -0.09 0.2741
H 1.308 0.405 -1.710 -0.12 -0.12 0.08 0.2670
H -1.796 -0.436 1.028 0.11 -0.10 -0.09 0.3331
H -0.357 -1.493 1.110 -0.10 0.07 -0.16 0.3091
H -1.636 -1.793 -0.086 0.06 0.14 0.08 0.3117
H -0.550 1.718 -1.754 -0.12 -0.12 0.07 0.2731
O 2.100 0.383 1.427 -0.09 0.11 0.08 -0.6271
H 1.272 0.784 1.131 0.18 -0.10 0.05 0.3615
H 2.120 0.517 2.377 0.06 0.04 0.13 0.2995
```
Positions in Å, forces in eV/Å.

=====

Computed, not measured: a molecular structure, C4H8O2, with ωB97M-V/def2-TZVPD.

Properties
- E_HOMO (eV) = -9.002
- relative energy (zero: lowest compared OMol25 entry of this formula, charge and spin) (kcal per mole) = 99.5

Structure (XYZ):
```
14
Properties=species:S:1:pos:R:3:forces:R:3:mulliken_charge:R:1
C -0.747 0.647 -0.627 -0.14 0.16 0.06 -0.9612
C -0.885 0.115 0.799 -0.02 -0.03 0.06 -0.3658
C 0.432 -0.612 1.163 -0.11 -0.11 0.14 -0.4470
O 1.446 0.039 0.396 0.09 0.03 -0.08 -0.3270
C 1.160 0.031 -0.913 0.14 0.26 0.05 0.1915
O 0.913 -1.069 -1.582 0.12 -0.13 0.05 -0.6883
H -1.614 0.395 -1.258 0.13 -0.01 0.02 0.3931
H -0.622 1.730 -0.682 0.09 -0.20 -0.06 0.3525
H -0.106 -0.322 -1.423 -0.22 0.12 0.06 0.2570
H -1.723 -0.583 0.891 0.12 0.08 -0.02 0.2948
H -1.063 0.926 1.512 0.06 -0.10 -0.15 0.2539
H 0.722 -0.485 2.207 -0.08 -0.07 -0.15 0.3115
H 0.395 -1.676 0.914 0.02 0.13 -0.01 0.2944
H 1.691 0.864 -1.397 -0.17 -0.14 0.02 0.4406
```
Positions in Å, forces in eV/Å.

=====

Computed, not measured: C4H8O2 in the gas phase, with ωB97M-V/def2-TZVPD.

Properties
- E_HOMO (eV) = -9.121
- structure (SMILES) = C=CO[C@H](C)O
- relative energy (zero: lowest compared OMol25 entry of this formula, charge and spin) (kcal per mole) = 35.5

Structure (XYZ):
```
14
Properties=species:S:1:pos:R:3:forces:R:3:mulliken_charge:R:1
C 2.193 -0.049 -0.393 0.06 0.08 -0.15 -0.6629
C 1.261 0.804 -0.817 0.39 -0.36 -0.22 -0.0287
O -0.076 0.777 -0.554 0.17 -0.09 -0.16 -0.3573
C -0.541 -0.361 0.146 -0.27 -0.05 -0.12 0.1823
C -2.045 -0.238 0.185 -0.14 -0.01 -0.06 -1.2778
O 0.001 -0.394 1.438 -0.05 0.21 0.05 -0.4835
H 3.214 0.144 -0.681 0.08 0.05 -0.25 0.2516
H 2.050 -0.930 0.220 -0.26 0.33 0.07 0.2624
H 1.501 1.602 -1.520 -0.07 -0.01 0.41 0.3507
H -0.215 -1.272 -0.388 -0.01 0.28 0.34 0.4326
H -2.467 -1.083 0.732 0.01 0.11 -0.08 0.3442
H -2.449 -0.209 -0.828 -0.02 -0.05 0.07 0.3380
H -2.318 0.697 0.689 0.02 -0.16 -0.04 0.3106
H -0.108 0.512 1.770 0.07 -0.33 0.16 0.3378
```
Positions in Å, forces in eV/Å.

=====

Number 1: orbital gap 9.9 eV. Number 2: orbital gap 9.8 eV. Number 3: orbital gap 9.7 eV. Number 4: orbital gap 10.4 eV. Number 5: orbital gap 9.9 eV. Number 6: orbital gap 10.1 eV.